1.
The following is a DFT calculation (ωB97M-V with the def2-TZVPD basis set) of a molecular structure, C21H16N3NaSe2Te2.

The geometry in XYZ format:
```
45
Properties=species:S:1:pos:R:3:forces:R:3:nbo_charge:R:1
Na 0.571438 1.108527 -1.205634 -0.20 0.22 0.00 0.808
C -0.109895 -3.248843 -2.464447 0.01 -0.01 0.01 -0.259
C 0.315782 -4.041042 -1.412363 -0.02 0.00 -0.03 -0.177
C 0.986489 -3.453938 -0.353473 0.02 0.04 0.02 -0.248
C 1.204609 -2.077267 -0.378498 -0.07 -0.09 -0.12 0.171
N 0.799568 -1.322750 -1.397172 -0.07 -0.15 0.14 -0.406
C 0.161827 -1.889280 -2.411124 0.02 0.03 -0.04 0.094
C 1.930040 -1.358353 0.711042 0.09 0.09 0.13 0.171
C 2.390424 -2.001952 1.860121 -0.02 0.00 -0.06 -0.244
C 3.097509 -1.271979 2.798813 0.02 0.03 0.02 -0.177
C 3.343808 0.070362 2.564285 0.00 -0.02 0.00 -0.266
C 2.842326 0.629065 1.397945 0.04 0.03 -0.05 0.076
N 2.138904 -0.057762 0.509458 -0.09 -0.15 0.10 -0.401
H -0.637910 -3.664762 -3.311417 0.01 0.00 0.00 0.213
H 0.133279 -5.109098 -1.415333 0.00 0.00 0.00 0.200
H 1.337439 -4.063351 0.467004 -0.01 0.00 0.01 0.199
H -0.129662 -1.219595 -3.211597 -0.01 0.00 0.00 0.228
H 2.202316 -3.053087 2.024747 0.00 0.00 -0.01 0.202
H 3.461585 -1.751634 3.699645 0.00 0.00 0.00 0.201
H 3.912176 0.674296 3.258438 0.00 0.00 0.00 0.212
H 3.027632 1.667426 1.141778 -0.01 0.00 0.01 0.220
C -0.238771 2.805472 3.040469 0.00 0.00 0.00 -0.304
C -1.456368 2.209312 3.336651 0.01 0.01 0.00 -0.179
C -2.188408 1.625544 2.323053 0.01 -0.02 0.00 -0.263
C -1.707790 1.633845 1.000953 0.05 0.03 0.10 0.232
N -0.508297 2.180827 0.743158 -0.10 -0.04 0.06 -0.447
C 0.183973 2.749238 1.723304 0.03 0.03 -0.03 0.051
C -2.478073 1.053472 -0.141513 -0.05 0.03 -0.07 -0.187
C -3.814579 0.676960 0.078756 0.00 0.04 0.00 -0.213
C -4.566367 0.124668 -0.941978 -0.02 -0.01 0.00 -0.282
C -3.980455 -0.033137 -2.195178 -0.01 0.01 -0.02 -0.256
C -2.667920 0.370954 -2.395711 0.00 0.05 -0.02 -0.210
C -1.840748 0.926130 -1.398001 -0.19 -0.26 0.17 -0.358
H 0.368688 3.284168 3.797039 0.00 0.00 0.00 0.204
H -1.833340 2.198120 4.353603 0.00 0.00 0.00 0.194
H -3.128810 1.149776 2.557591 0.01 0.00 0.00 0.203
H 1.132934 3.188595 1.427491 0.00 -0.01 0.00 0.200
H -4.300055 0.824756 1.038284 0.01 0.00 0.00 0.172
H -5.597185 -0.165922 -0.768002 0.00 0.00 0.00 0.182
H -4.557494 -0.462857 -3.010737 0.00 0.01 0.00 0.180
H -2.263368 0.256647 -3.401993 0.01 -0.03 0.00 0.170
Se 1.839241 1.156868 -3.776338 0.16 0.25 -0.26 -0.359
Te 2.978638 1.541826 -5.994362 0.03 -0.09 0.03 -0.577
Te 4.554993 4.068039 -2.377068 -0.13 0.09 0.00 -0.587
Se 3.089876 2.071715 -1.891688 0.50 -0.11 -0.10 -0.384
```
Forces are in eV/Å.

Summary:
- Kohn-Sham gap (Eh) = 0.1271
- HOMO (eV) = 0.124
- charge = -2
- spin multiplicity = 1


2.
The following is a DFT calculation (ωB97M-V with the def2-TZVPD basis set) of a molecular structure, C21H16N4O7PdS4.

The geometry in XYZ format:
```
53
Properties=species:S:1:pos:R:3:forces:R:3:lowdin_spin:R:1
Pd -0.546628 0.062694 -0.240742 -1.08 0.14 -0.10 1.218
S -2.463328 -1.127906 -1.480042 0.33 0.25 0.16 0.282
C -3.232028 0.396994 -1.618542 -0.01 -0.07 -0.07 0.028
S -2.290828 1.705394 -1.039242 0.30 -0.28 0.07 0.250
C -4.499128 0.569694 -2.169442 0.76 -0.12 0.37 0.007
C -5.216428 -0.464506 -2.774242 -0.44 -0.88 -0.44 0.008
N -5.852028 -1.260606 -3.318642 0.00 -0.09 0.05 0.003
C -5.158928 1.800294 -2.182742 -0.33 0.92 0.03 0.007
N -5.768328 2.780194 -2.211642 -0.02 0.18 0.01 0.003
O 2.362172 -2.615506 -4.702742 0.42 0.48 0.00 0.000
S 3.501272 -1.273006 -4.398442 -0.42 0.06 0.13 0.001
O 4.784872 -1.865206 -4.045142 -0.07 -0.26 0.09 0.000
N 2.855572 -0.563606 -3.126242 0.65 0.38 -0.69 0.002
C 1.773772 -0.872506 -2.449542 -0.37 -0.54 -0.05 0.004
O 1.242172 -0.042706 -1.677842 -0.29 0.03 0.41 0.042
C 1.222472 -2.248806 -2.601942 -0.07 0.15 0.04 0.000
C 0.369072 -2.768706 -1.632942 0.02 0.08 0.25 0.002
C -0.167728 -4.034606 -1.759642 -0.11 0.02 0.14 0.000
C 0.153472 -4.802306 -2.867942 0.06 -0.10 -0.09 0.000
C 1.021572 -4.320606 -3.825442 0.07 0.08 -0.12 0.000
C 1.562572 -3.039806 -3.708942 -0.15 -0.15 0.39 0.000
H 0.125772 -2.164106 -0.752842 0.21 -0.36 -0.38 0.001
H -0.854328 -4.406806 -1.013742 -0.02 -0.03 0.08 0.000
H -0.266328 -5.791906 -2.993042 -0.07 -0.04 0.03 0.000
H 1.281272 -4.903806 -4.697942 0.04 -0.04 -0.03 0.000
C -0.136128 4.337294 -0.658542 -0.09 -0.10 0.07 0.002
C 0.369272 3.484594 0.462758 0.12 0.00 0.21 0.008
C 0.281272 3.899194 1.787358 -0.05 -0.07 -0.19 0.000
C 0.834972 3.139694 2.805458 -0.02 -0.04 0.18 0.009
C 1.485372 1.958594 2.500158 0.10 -0.24 0.58 -0.001
C 1.560872 1.504094 1.193258 0.14 0.00 -0.45 0.011
C 0.985072 2.261494 0.174058 0.49 0.22 0.11 0.008
S 2.295172 1.051094 3.817758 0.60 -0.22 0.60 0.000
O 3.633872 0.711894 3.416058 -0.36 -0.12 -0.49 0.000
O 2.169472 1.812494 5.040258 -0.50 -0.06 -0.32 0.000
N 1.475272 -0.376706 4.033758 0.77 0.74 -0.30 0.000
C 0.128272 -0.218306 4.556158 -0.49 0.09 0.54 0.000
C -0.858728 -1.127706 3.821458 0.19 0.19 -0.40 0.003
C -0.766728 -0.781206 2.327758 -0.37 -0.33 0.76 0.006
O -1.655428 -0.077706 1.818558 -0.11 0.35 -0.50 0.067
O 0.255472 -1.182906 1.720158 0.50 -0.39 -0.50 0.022
H -0.317128 5.357994 -0.328542 -0.01 0.08 0.00 0.000
H -1.069228 3.919894 -1.035042 -0.05 0.11 -0.12 0.003
H 0.578872 4.341394 -1.480042 -0.01 0.04 -0.06 0.000
H -0.211228 4.833694 2.024458 0.00 0.05 0.00 0.000
H 0.800672 3.465294 3.835158 -0.02 0.04 0.04 0.001
H 2.117472 0.605194 0.957958 -0.05 0.01 -0.07 0.000
H 1.132972 1.974194 -0.865042 0.00 -0.06 0.21 0.000
H 1.452272 -0.882906 3.143358 0.09 -0.07 -0.11 0.000
H -0.189628 0.825994 4.447058 -0.16 -0.13 0.09 0.000
H 0.157772 -0.453506 5.627658 -0.17 0.12 -0.16 0.000
H -1.875128 -0.959406 4.178358 0.10 0.01 0.03 0.001
H -0.575028 -2.172006 3.967858 -0.04 0.01 -0.02 0.001
```
Forces are in eV/Å.

Summary:
- Kohn-Sham gap (alpha / beta) (Eh) = 0.2635 / 0.2435
- HOMO (alpha / beta) (eV) = -2.814 / -2.919
- expectation value of S² = 2.01
- charge = -2
- spin multiplicity = 3


3.
The following is a DFT calculation (ωB97M-V with the def2-TZVPD basis set) of a molecular structure, C21H16N5O3S5Tl.

The geometry in XYZ format:
```
51
Properties=species:S:1:pos:R:3:forces:R:3:nbo_charge:R:1
Tl 1.624424 0.451779 1.928055 0.00 0.18 0.07 0.602
O -2.196599 0.235857 -1.787872 -0.01 0.00 -0.01 -0.700
C -1.296079 0.117297 -0.943964 -0.02 0.02 0.03 0.623
N -0.454493 1.046128 -0.499847 0.02 -0.11 -0.04 -0.640
C -0.136839 2.154201 -1.160260 0.06 -0.02 0.03 0.656
O 0.001503 2.314889 -2.387951 -0.04 0.05 -0.02 -0.724
C 0.170392 3.341400 -0.262186 -0.01 0.00 -0.02 0.129
C 0.299843 4.608938 -0.822280 0.01 -0.02 -0.01 -0.229
C 0.537079 5.681683 0.018918 0.00 0.01 0.01 -0.194
C 0.643942 5.455151 1.383715 -0.01 0.00 -0.01 -0.270
C 0.512108 4.153239 1.847363 0.01 0.00 0.01 0.040
N 0.280200 3.122501 1.043918 -0.02 0.03 0.01 -0.383
C -1.202418 -1.227313 -0.225997 0.01 -0.01 0.00 0.136
C -2.161937 -2.197094 -0.507564 0.00 -0.01 -0.01 -0.233
C -2.107107 -3.406421 0.161962 0.00 0.00 0.00 -0.195
C -1.096104 -3.615499 1.088897 0.00 0.00 0.00 -0.272
C -0.177064 -2.597625 1.294623 0.01 0.00 -0.01 0.047
N -0.225382 -1.435930 0.650965 -0.01 0.01 0.01 -0.399
H 0.214271 4.714565 -1.894444 0.00 0.00 0.00 0.231
H 0.638438 6.683493 -0.383003 0.00 0.00 0.00 0.196
H 0.828072 6.265302 2.077890 0.00 0.00 0.00 0.203
H 0.587209 3.909469 2.903148 0.00 0.00 0.00 0.218
H -2.926681 -1.964133 -1.234677 0.00 0.00 0.00 0.237
H -2.848293 -4.174702 -0.027391 0.00 0.00 0.00 0.198
H -1.022082 -4.537239 1.651264 0.00 0.00 0.00 0.209
H 0.625749 -2.708150 2.018195 -0.01 0.00 0.00 0.211
O -0.823827 -0.481493 8.896874 0.01 -0.01 -0.01 -0.651
C -0.384528 -0.311439 7.773022 0.00 0.01 0.01 0.154
S -1.260937 0.482288 6.474459 0.00 0.00 -0.01 0.287
C -0.027793 0.365544 5.209455 0.00 -0.02 0.01 -0.410
C 1.125000 -0.244842 5.560829 -0.02 0.02 0.02 -0.401
S 2.539152 -0.525162 4.589917 -0.02 -0.10 -0.05 -0.476
S 1.205373 -0.824880 7.234020 0.00 0.00 -0.01 0.284
S -0.476295 1.063023 3.674124 0.01 0.01 -0.01 -0.452
C -0.942621 0.122097 -4.488442 -0.01 0.00 0.03 -0.671
C 0.062725 -0.701762 -3.757191 0.01 0.03 0.00 0.341
C -0.015768 -2.052202 -3.568628 -0.01 -0.01 -0.02 -0.394
C 0.996604 -2.654508 -2.792191 0.02 0.01 0.00 0.313
N 2.066340 -2.019428 -2.377333 -0.01 -0.01 0.02 -0.500
C 2.193526 -0.687007 -2.631534 0.01 0.01 -0.08 0.257
S 3.559256 0.191762 -2.264977 -0.04 -0.01 0.00 -0.257
N 1.127049 -0.056581 -3.243933 0.03 -0.06 0.05 -0.561
C 0.856146 -4.087159 -2.371267 0.00 -0.01 0.00 -0.653
H -1.688400 -0.521189 -4.952019 0.00 -0.01 0.01 0.207
H -0.448251 0.723634 -5.253033 0.00 -0.01 -0.01 0.213
H -1.430421 0.788886 -3.775378 0.01 0.00 -0.01 0.308
H -0.861870 -2.614239 -3.935623 0.00 0.00 0.00 0.215
H 1.083038 0.964271 -3.185380 -0.02 0.00 0.01 0.474
H 0.381235 -4.687949 -3.148774 0.00 0.00 0.00 0.200
H 0.222241 -4.126590 -1.481330 0.00 0.00 0.00 0.244
H 1.830874 -4.496861 -2.117145 0.00 0.00 0.00 0.232
```
Forces are in eV/Å.

Summary:
- Kohn-Sham gap (Eh) = 0.1907
- HOMO (eV) = -0.869
- energy above the lowest of the compared OMol25 structures with the same formula, charge and spin (kcal per mole) = 0.0
- charge = -2
- spin multiplicity = 1


Across the entries above, largest force on an atom takes the values 0.5; 1.1; 0.2 eV/A, respectively.